Entry 1:
# C25H41BN8OsP

A molecular structure, C25H41BN8OsP in a non-equilibrium geometry (ωB97M-V/def2-TZVPD, the Open Molecules 2025 dataset).

Geometry as XYZ:
```
77
Properties=species:S:1:pos:R:3:forces:R:3
Os 0.773131 -0.639044 -0.165419 0.38 0.44 0.02
C 3.107547 1.726316 -1.083159 -0.06 0.02 -0.26
C 1.702775 1.951046 -1.503916 0.16 0.30 -0.10
C 1.163836 2.993966 -2.263907 0.28 -0.02 0.13
C -0.152557 2.667850 -2.468712 0.01 -0.23 -0.03
N -0.414714 1.484695 -1.866499 -0.44 0.88 -0.41
N 0.725377 1.065019 -1.238225 -0.84 -0.71 0.51
B -1.482925 0.418239 -2.036649 1.42 -0.75 0.66
N -0.803513 -0.829275 -2.659608 -0.65 0.13 -0.47
C -1.041388 -1.511896 -3.818228 -0.04 0.22 0.07
C -0.226238 -2.602793 -3.870989 0.19 -0.17 0.15
C 0.539203 -2.557917 -2.691274 -0.26 0.10 -0.09
C 1.580017 -3.523410 -2.258984 0.19 0.08 -0.10
N 0.172657 -1.474489 -1.973375 0.17 -0.75 -0.49
N -2.027807 0.028849 -0.664909 -0.78 0.24 0.01
C -3.301346 0.097207 -0.157243 0.19 0.07 -0.33
C -3.394022 -0.740268 0.907034 0.21 -0.38 0.24
C -2.114225 -1.324779 1.043506 0.02 -0.06 -0.05
C -1.687782 -2.392143 1.979582 -0.25 -0.08 0.00
N -1.303606 -0.827718 0.091374 0.47 0.59 0.15
N -2.723882 0.742933 -2.941838 -0.02 -0.24 0.14
C -3.809230 -0.249856 -3.194413 -0.34 -0.79 0.19
C -4.723833 0.317116 -3.986500 0.45 0.51 0.03
C -4.226439 1.634678 -4.211913 -1.13 -0.02 -0.75
C -4.784199 2.698396 -4.961957 -0.10 0.17 0.20
N -2.946507 1.808219 -3.502350 0.31 0.42 -0.05
H 3.500812 2.587866 -0.546004 0.01 -0.06 0.04
H 3.733517 1.601087 -1.969621 -0.03 -0.06 -0.01
H 3.203649 0.828561 -0.468414 0.04 0.01 0.05
H 1.683198 3.867505 -2.626953 -0.01 -0.04 0.05
H -0.908874 3.205807 -3.016634 0.04 -0.04 0.01
H -1.758617 -1.174857 -4.554970 0.09 0.08 0.01
H -0.164467 -3.342637 -4.653900 0.00 0.04 0.04
H 1.409521 -4.482373 -2.744251 -0.01 -0.02 0.04
H 1.580390 -3.676846 -1.182601 -0.03 -0.03 0.03
H 2.576058 -3.190073 -2.565382 -0.04 0.03 0.02
H -4.060408 0.743477 -0.578925 0.12 0.03 0.00
H -4.263321 -0.928088 1.518362 0.07 -0.02 0.02
H -2.333093 -3.262874 1.832074 0.05 0.01 -0.05
H -1.819170 -2.104192 3.023018 0.04 0.02 -0.02
H -0.662259 -2.695687 1.791718 -0.01 -0.07 0.00
H -3.773740 -1.241068 -2.758080 0.22 0.09 0.07
H -5.640793 -0.105460 -4.377224 0.02 0.01 0.03
H -5.832457 2.535181 -5.212270 -0.01 -0.01 -0.07
H -4.235306 2.805382 -5.939126 0.12 -0.05 0.11
H -4.585083 3.678413 -4.492870 0.09 -0.01 -0.06
C 2.491624 2.500533 2.351787 0.10 0.13 0.36
C 2.785590 1.040303 2.678493 -0.18 -0.39 -0.91
C 4.149751 0.590506 2.150820 0.13 0.13 0.29
P 1.371947 -0.061516 2.136604 -0.04 0.41 1.05
C 1.742778 -1.775470 2.731834 -0.05 0.12 -0.20
C 2.613405 -1.927202 3.977143 0.17 -0.27 -0.05
C 2.270552 -2.580451 1.535364 -0.06 -0.02 0.44
C -0.068087 0.497942 3.162031 -0.09 0.14 -0.53
C -0.890875 1.598760 2.464184 -0.07 -0.01 0.19
C 0.267595 0.873195 4.603884 -0.07 0.03 0.13
H 3.214543 3.129735 2.874124 0.05 -0.01 -0.03
H 1.507008 2.827245 2.679467 0.02 -0.02 -0.03
H 2.598475 2.706212 1.289938 -0.09 -0.02 0.00
H 2.726950 0.867044 3.754934 0.06 0.03 0.07
H 4.354598 0.974583 1.154411 -0.01 -0.04 0.04
H 4.297068 -0.487711 2.157517 -0.03 -0.01 -0.05
H 4.922278 1.002777 2.801763 0.02 0.03 -0.02
H 0.752306 -2.164125 2.970967 0.04 0.01 0.13
H 3.635125 -1.582347 3.827484 -0.05 0.08 0.01
H 2.679442 -2.989538 4.222398 -0.02 0.00 0.02
H 2.194530 -1.432839 4.850608 0.00 0.04 -0.06
H 3.332137 -2.412180 1.347020 -0.08 0.16 -0.22
H 1.724782 -2.339249 0.565169 -0.05 -0.29 -0.06
H 2.132831 -3.652312 1.687573 -0.09 -0.01 -0.15
H -0.671589 -0.408688 3.183981 -0.08 -0.02 0.06
H -0.560976 2.594280 2.758906 0.05 -0.03 -0.05
H -1.935776 1.526381 2.773144 0.03 -0.02 -0.01
H -0.850738 1.535681 1.373418 -0.02 0.02 -0.02
H 0.872299 1.777123 4.672533 0.05 -0.04 -0.04
H 0.754399 0.069975 5.154785 0.03 0.05 -0.03
H -0.663858 1.091291 5.128332 -0.03 -0.02 -0.02
```
Positions in Å, forces in eV/Å.

Calculated values
E_tot (Ha): -1870.56269
Net charge: +4
Max |F| (eV/Å): 1.73
<S²>: 0.761
Multiplicity: 2

Entry 2:
# C25H41BrCl2FI2N2O4

3 unconnected molecules or ions with the total composition C25H41BrCl2FI2N2O4 in a non-equilibrium geometry (ωB97M-V/def2-TZVPD, the Open Molecules 2025 dataset).

Geometry as XYZ:
```
78
Properties=species:S:1:pos:R:3:forces:R:3
C -1.652986 2.375055 6.592429 0.85 0.03 -0.54
C -0.503405 1.660481 5.792614 -0.18 0.85 0.90
C 0.951459 2.187927 6.135893 -0.97 -0.05 0.14
N -0.766186 0.746132 4.908233 1.40 2.34 -1.50
C 0.230721 0.652645 3.898199 1.35 -2.57 0.77
C 1.082905 -0.581490 3.880777 1.46 1.31 -2.00
C 0.927356 -1.784478 4.862005 -1.31 -0.20 -0.86
I 1.044305 -1.259083 6.966780 1.11 -0.18 -0.44
C -0.457448 -2.591426 4.542542 0.83 -0.24 -0.42
C -0.966434 -2.377780 3.068683 -0.48 -0.56 -0.09
I -2.022466 -2.254169 6.037045 -0.23 -0.48 -1.06
C 2.118136 -0.630680 2.823956 -1.13 1.49 0.10
Br 3.323267 -2.143925 2.587832 -1.14 1.19 0.35
C 2.287593 0.485666 1.832397 -1.17 0.02 1.76
C 3.339390 0.411609 0.711102 -1.01 -0.09 -0.84
Cl 5.081333 0.638901 1.075069 -1.63 -0.09 0.19
C 3.008946 0.164401 -0.595502 0.99 0.11 0.75
C 4.140472 0.119696 -1.692248 -1.09 0.19 -0.01
Cl 1.266053 -0.063864 -1.018441 1.91 0.17 0.28
C 1.385981 1.604363 1.969995 1.46 -2.15 -0.11
N 0.399577 1.662330 2.961761 0.85 -0.80 -0.70
C -0.470317 2.880764 2.930955 -0.40 0.46 0.12
C -1.997427 2.549695 2.709318 -0.68 0.97 -0.42
C -2.466560 2.881828 1.237163 -0.05 0.01 1.03
F -2.722158 3.452939 3.558253 0.83 -0.89 -0.51
H -1.435167 3.482548 6.481580 -0.14 -1.14 0.14
H -1.605129 2.161997 7.693506 -0.13 0.01 -1.06
H -2.659513 2.210002 6.135276 0.94 -0.21 0.56
H 1.184852 3.146877 5.596964 -0.28 -0.83 0.47
H 1.744512 1.425297 5.941698 -0.76 0.69 0.02
H 0.929734 2.409174 7.238505 0.17 -0.13 -1.07
H 1.738602 -2.547898 4.696081 -0.71 1.23 0.13
H -0.210920 -3.688672 4.637549 -0.27 1.28 0.16
H -0.128681 -2.384121 2.307891 -0.71 0.09 0.97
H -1.608167 -3.270231 2.805030 0.53 1.08 0.31
H -1.594868 -1.451930 2.933761 0.74 -0.86 0.22
H 4.951082 -0.605912 -1.424329 -0.79 0.76 0.00
H 4.550819 1.169971 -1.740935 -0.24 -1.21 -0.10
H 3.744774 -0.182535 -2.697243 0.19 0.41 1.00
H 1.483269 2.443412 1.233157 -0.41 -0.85 1.04
H -0.265699 3.461012 3.870074 -0.60 -0.56 -0.85
H -0.152622 3.531081 2.067664 -0.05 -0.87 0.97
H -2.292194 1.512369 3.020584 0.46 0.96 -0.24
H -2.097017 2.078087 0.546338 -0.47 0.85 0.38
H -2.104639 3.906565 0.942828 -0.14 -1.11 0.21
H -3.591836 2.957414 1.258583 1.20 -0.44 -0.19
C -4.561026 -1.123009 -4.021411 -0.09 -0.17 -0.09
O -3.445266 -1.933683 -3.680403 0.05 0.37 0.15
C -2.221257 -1.209720 -3.688316 0.02 -0.51 0.15
C -1.801677 -0.811583 -2.280422 -0.14 0.37 -0.28
O -2.716945 0.117176 -1.704535 -0.01 -0.25 0.12
C -3.635100 -0.503478 -0.816792 -0.01 0.17 0.01
H -5.467116 -1.652692 -3.725411 0.09 -0.06 -0.04
H -4.541861 -0.159032 -3.509314 0.06 0.01 0.00
H -4.585881 -0.962301 -5.103384 -0.05 0.09 0.01
H -2.292556 -0.332450 -4.339712 0.00 0.04 0.10
H -1.458956 -1.875193 -4.106227 0.02 0.05 -0.03
H -0.831002 -0.310502 -2.332976 -0.08 -0.01 -0.11
H -1.690354 -1.693305 -1.640067 -0.07 -0.04 -0.06
H -3.141362 -0.712697 0.139668 -0.06 -0.12 0.05
H -4.045003 -1.428767 -1.227534 0.07 0.02 0.00
H -4.457545 0.190949 -0.641264 0.08 0.03 -0.02
C 2.901834 -0.218577 -7.690508 0.17 0.06 -0.08
O 3.224379 -0.183604 -6.306677 -0.33 -0.07 0.01
C 2.102276 0.131293 -5.492485 0.42 -0.18 0.17
C 1.497921 -1.117828 -4.867588 -0.39 0.15 -0.32
O 0.941095 -1.976687 -5.853227 0.32 0.07 0.12
C 1.802380 -3.056972 -6.186752 -0.13 -0.12 -0.04
H 3.710476 -0.729878 -8.213436 0.02 0.06 0.10
H 1.971986 -0.756560 -7.882907 -0.02 0.01 0.06
H 2.822073 0.801367 -8.078697 -0.06 -0.02 -0.07
H 1.351356 0.686615 -6.063632 -0.04 -0.09 0.02
H 2.463286 0.784708 -4.690340 -0.06 0.04 0.02
H 0.678334 -0.816762 -4.206525 0.04 0.04 0.04
H 2.238720 -1.651627 -4.261715 0.06 0.03 -0.05
H 1.758716 -3.819801 -5.402457 0.10 -0.03 -0.02
H 2.836228 -2.732552 -6.326209 -0.04 0.04 0.04
H 1.448548 -3.494893 -7.120113 -0.07 0.05 0.07
```
Positions in Å, forces in eV/Å.

Calculated values
E_tot (Ha): -5576.88392
Net charge: +1
Max |F| (eV/Å): 3.11

Entry 3:
# C25H41F5P2Re

A molecular structure, C25H41F5P2Re in a non-equilibrium geometry (ωB97M-V/def2-TZVPD, the Open Molecules 2025 dataset).

Geometry as XYZ:
```
74
Properties=species:S:1:pos:R:3:forces:R:3
Re 0.009823 -0.523642 0.042038 3.65 -0.24 8.44
C -1.023358 -2.072818 1.274922 0.03 0.52 0.34
C 0.335939 -2.513881 1.053636 0.32 -0.10 0.23
C 0.410155 -0.638519 2.425340 -0.60 -0.13 -0.55
C -0.967623 -0.901277 2.123650 0.28 -1.09 -0.13
C 1.211026 -1.641403 1.796041 -0.59 -0.20 -0.84
C -2.249873 -2.824927 0.886414 0.82 0.11 0.20
H -2.022011 -3.582935 0.129098 -0.17 0.19 0.07
H -3.039049 -2.113325 0.458404 1.34 -0.54 0.56
H -2.683694 -3.329205 1.762302 0.03 0.26 -0.29
C -2.123425 -0.169436 2.707996 -0.32 0.39 -0.03
H -3.066756 -0.431254 2.221270 0.16 0.00 0.10
H -1.985778 0.916443 2.637982 -0.10 -0.23 0.09
H -2.223453 -0.405463 3.777107 0.09 -0.04 -0.25
C 0.908125 0.466647 3.286794 0.17 0.41 0.03
H 0.739217 0.238695 4.349035 0.02 -0.04 -0.24
H 0.383840 1.407557 3.072956 0.15 -0.24 0.11
H 1.982012 0.625065 3.141136 -0.21 0.00 0.08
C 2.693390 -1.718415 1.871935 0.30 -0.05 -0.04
H 3.019764 -1.672696 2.918336 -0.03 -0.07 -0.23
H 3.151097 -0.868370 1.345095 0.02 -0.17 0.17
H 3.062059 -2.645724 1.425495 0.01 0.17 0.16
C 0.730770 -3.753063 0.321489 0.03 -0.27 -0.04
H 0.579722 -4.635501 0.958888 0.09 0.19 -0.13
H 1.786578 -3.718137 0.034661 -0.22 -0.07 0.02
H 0.130520 -3.892039 -0.585201 0.13 0.02 0.19
C -1.147773 0.923108 -0.744190 -2.73 2.98 -2.15
C -1.287696 -0.542263 -1.316290 -3.05 -0.32 -1.93
C -0.724456 -0.850405 -2.696023 -0.01 -0.42 -0.41
C 0.757829 -1.266468 -2.599902 0.21 -0.28 -0.10
C 1.350949 -0.917572 -1.214890 2.28 -2.77 -2.52
C 1.839994 0.545932 -1.134778 2.22 1.96 -0.38
C 1.064537 1.611113 -1.957216 0.21 0.22 -0.35
C -0.350790 1.971513 -1.534110 -0.31 0.76 0.21
H -0.884487 -0.004042 -3.376761 0.00 -0.13 0.15
H 1.363441 -0.818346 -3.394958 -0.07 -0.09 0.08
H -1.292462 -1.697140 -3.104583 0.03 0.34 0.04
H -0.937332 2.237770 -2.423812 0.08 -0.02 0.25
H -2.196735 1.264957 -0.728853 0.26 -0.22 0.01
H -2.320780 -0.860024 -1.206102 -0.11 0.10 -0.07
H -0.324737 2.873820 -0.903584 -0.06 -0.29 -0.32
H 1.659371 2.532516 -1.938191 -0.07 -0.29 -0.03
H 2.717218 0.384853 -1.803256 -0.61 -0.37 -0.12
H 1.053545 1.305036 -3.013830 0.05 -0.03 0.35
H 0.836265 -2.352898 -2.728640 0.00 0.24 0.11
H 2.174105 -1.578612 -0.949666 0.17 0.09 -0.18
P -4.751052 -2.424136 0.113243 -2.47 -0.03 -0.72
C -4.993364 -0.613684 -0.068517 -0.33 0.11 0.25
C -4.459802 -2.809582 -1.653995 -0.26 -0.48 0.08
P 4.425214 1.823031 -0.108770 -0.54 -0.67 0.12
C 2.717759 1.142818 0.019710 -1.35 0.25 0.07
C 5.198618 0.627448 -1.296458 0.14 0.24 0.12
C 4.230230 3.316824 -1.187038 0.01 0.21 0.10
H -4.154724 -0.043098 0.354677 -0.17 0.15 -0.07
H -5.898200 -0.392110 0.517093 0.33 0.30 -0.13
H -5.163235 -0.328777 -1.114026 0.09 0.05 0.33
H -3.392584 -2.957364 -1.868420 -0.11 -0.01 -0.16
H -4.888808 -2.038072 -2.304529 0.22 -0.26 0.08
H -4.990908 -3.757553 -1.823740 0.35 0.18 -0.27
H 4.332479 3.062475 -2.249416 -0.15 0.12 0.23
H 5.032955 4.012364 -0.903223 -0.30 -0.13 -0.19
H 3.262883 3.798986 -0.994631 0.34 0.03 -0.05
H 2.147550 1.494904 0.890098 0.29 0.02 -0.12
H -0.970614 1.078191 0.396086 0.11 -0.27 -0.40
H 6.236384 0.494503 -0.955349 -0.32 -0.12 -0.28
H 5.209688 1.024786 -2.319822 0.00 -0.27 0.20
H 4.691214 -0.345420 -1.259349 0.23 0.12 -0.03
F -0.370165 5.161293 0.114221 -0.12 -1.63 0.78
C -0.312161 4.096707 0.952583 1.40 2.40 -0.04
F 0.861693 4.133095 1.614608 -1.12 -0.45 -0.66
C -1.499608 4.041784 1.886456 -1.24 0.33 1.19
F -1.701458 5.226386 2.502636 0.23 -1.16 -0.67
F -2.637951 3.703441 1.226701 1.12 0.14 0.44
F -1.261037 3.105508 2.852020 -0.23 0.59 -0.86
```
Positions in Å, forces in eV/Å.

Calculated values
E_tot (Ha): -2236.55984
Net charge: +2
Max |F| (eV/Å): 9.20
<S²>: 4.187
Multiplicity: 4